ORCA calculation (ωB97M-V with the def2-TZVPD basis set) on a single C5H8O molecule.

Geometry as ORCA input:
```
! RIJCOSX wB97M-V def2-TZVPD def2/J DEFGRID3
* xyz 0 1
O 2.402 -0.084 -1.033
C 1.897 0.447 -0.071
C 0.576 0.048 0.524
C -0.137 -1.169 -0.092
C -1.435 -0.338 -0.199
C -0.624 0.946 0.089
H 2.391 1.320 0.410
H 0.666 0.006 1.616
H 0.299 -1.417 -1.063
H -0.177 -2.072 0.522
H -1.963 -0.372 -1.157
H -2.148 -0.565 0.599
H -0.403 1.517 -0.819
H -1.020 1.630 0.845
*
```

Output
- Relative energy (zero: lowest compared OMol25 entry of this formula, charge and spin): 26.9 kcal per mole



ORCA calculation (ωB97M-V with the def2-TZVPD basis set) on a gas-phase ion, C4H7N2O (charge +1).

Geometry as ORCA input:
```
! RIJCOSX wB97M-V def2-TZVPD def2/J DEFGRID3
* xyz 1 1
C 0.682 -0.705 -1.385
C 0.336 0.500 0.544
C 0.296 1.376 1.685
C -1.389 -1.106 -0.387
N 1.746 -0.031 -1.475
N -0.143 -0.367 -0.232
O 1.961 0.821 -0.532
H 0.380 -1.380 -2.228
H 1.002 0.937 2.317
H 0.959 2.238 1.467
H -0.721 1.620 1.841
H -1.176 -2.045 -0.900
H -1.979 -1.298 0.448
H -1.955 -0.560 -1.162
*
```

Output
- Relative energy (zero: lowest compared OMol25 entry of this formula, charge and spin): 127.2 kcal per mole



ORCA calculation (ωB97M-V with the def2-TZVPD basis set) on 2 unconnected molecules or ions with the total composition C5H13NO2.

Geometry as ORCA input:
```
! RIJCOSX wB97M-V def2-TZVPD def2/J DEFGRID3
* xyz 0 1
N -2.689 1.331 -1.016
C -1.290 1.211 -0.976
C -0.630 0.830 0.180
C 0.863 0.965 0.289
C 1.409 -0.449 -0.155
C 2.881 -0.530 -0.572
O 3.059 -0.222 -1.920
H -3.094 1.010 -0.154
H -3.240 1.124 -1.839
H -0.712 1.369 -1.826
H -0.938 0.419 1.118
H 1.316 1.771 -0.283
H 1.058 1.356 1.435
H 0.681 -0.916 -0.820
H 1.169 -1.211 0.628
H 3.677 -0.034 0.031
H 3.151 -1.778 -0.316
H 2.211 -0.333 -2.390
O -3.205 -1.748 2.964
H -2.357 -1.638 3.264
H -3.320 -2.524 2.360
*
```

Output
- Relative energy (zero: lowest compared OMol25 entry of this formula, charge and spin): 86.5 kcal per mole



ORCA calculation (ωB97M-V with the def2-TZVPD basis set) on a molecular structure, C47H47N6O7Ta.

Geometry as ORCA input:
```
! RIJCOSX wB97M-V def2-TZVPD def2/J DEFGRID3
* xyz 2 1
Ta 14.171 10.859 10.414
C 18.514 6.181 10.480
C 17.382 6.908 9.695
C 16.890 5.774 8.748
C 17.906 8.062 8.911
C 18.756 7.610 7.890
C 19.334 8.423 6.935
C 19.000 9.769 6.989
C 18.077 10.308 7.906
C 17.504 11.617 7.349
C 18.523 12.561 6.698
C 16.631 11.176 6.100
C 17.555 9.474 8.989
N 16.719 9.926 10.066
C 17.227 9.791 11.339
C 16.302 9.873 12.511
N 15.093 10.326 12.340
C 13.558 10.045 12.966
C 13.165 8.813 13.770
C 12.458 8.948 14.923
C 11.945 10.160 15.386
C 12.240 11.365 14.827
C 13.236 11.486 13.696
C 14.366 12.486 14.219
C 13.997 13.947 13.945
C 14.563 12.247 15.735
C 13.119 7.400 13.165
C 12.841 7.095 11.645
C 14.414 6.657 13.552
C 17.181 9.623 13.725
C 17.046 9.627 15.099
C 18.208 9.771 15.955
C 19.474 9.883 15.430
C 19.613 9.907 14.038
C 20.875 10.105 13.423
C 20.963 10.180 12.051
C 19.818 9.997 11.274
C 18.584 9.742 11.813
C 18.488 9.707 13.238
H 18.078 5.375 11.127
H 19.066 6.835 11.150
H 19.244 5.782 9.768
H 16.628 7.193 10.415
H 17.754 5.287 8.269
H 16.184 6.101 7.934
H 16.346 5.051 9.361
H 18.915 6.511 7.881
H 19.979 8.001 6.137
H 19.376 10.517 6.304
H 16.896 12.164 8.089
H 18.674 12.264 5.667
H 19.475 12.594 7.266
H 18.145 13.616 6.711
H 17.274 10.627 5.374
H 16.212 12.059 5.593
H 15.834 10.484 6.386
H 12.335 8.041 15.545
H 11.385 10.090 16.309
H 11.783 12.259 15.188
H 15.327 12.314 13.744
H 13.065 14.241 14.424
H 13.917 14.127 12.850
H 14.783 14.589 14.385
H 13.824 12.771 16.323
H 15.591 12.605 16.032
H 14.453 11.205 16.012
H 12.357 6.858 13.704
H 13.731 7.302 11.062
H 11.939 7.636 11.266
H 12.651 6.014 11.665
H 15.345 7.177 13.312
H 14.399 5.667 13.017
H 14.444 6.453 14.611
H 16.082 9.499 15.619
H 18.101 9.703 17.057
H 20.357 9.882 16.080
H 21.780 10.277 14.030
H 21.949 10.247 11.611
H 19.887 10.100 10.178
C 14.055 15.026 9.369
C 13.950 14.134 8.257
C 14.458 12.859 8.394
N 14.956 12.509 9.657
C 15.533 13.489 10.460
C 14.975 14.748 10.400
H 13.433 15.946 9.411
H 13.452 14.439 7.317
H 14.502 12.178 7.551
H 16.287 13.191 11.176
H 15.158 15.554 11.140
O 8.015 13.468 11.041
N 8.190 12.943 9.880
O 7.326 12.929 8.953
C 9.421 12.383 9.636
C 10.365 12.525 10.626
C 11.565 11.861 10.445
C 11.794 11.101 9.194
O 12.961 10.379 8.929
C 10.786 11.167 8.262
C 9.500 11.632 8.508
N 11.175 10.885 6.923
O 12.394 10.905 6.558
O 10.201 10.601 6.145
N 12.666 12.120 11.233
O 12.341 12.250 12.645
O 12.974 9.766 11.797
H 10.282 13.113 11.527
H 8.698 11.561 7.814
*
```

Output
- Relative energy (zero: lowest compared OMol25 entry of this formula, charge and spin): 0.0 kcal per mole



ORCA calculation (ωB97M-V with the def2-TZVPD basis set) on a single C4H7NO molecule.

Geometry as ORCA input:
```
! RIJCOSX wB97M-V def2-TZVPD def2/J DEFGRID3
* xyz 0 1
C 0.972 -1.809 -0.155
N 0.715 -1.265 1.155
C -0.377 -1.262 0.170
C -0.875 -0.022 -0.457
C -0.629 2.236 -0.268
O -0.016 0.944 -0.200
H 1.584 -1.244 -0.855
H 1.071 -2.890 -0.203
H 1.089 -0.318 1.209
H -1.183 -1.959 0.379
H -1.616 2.091 -0.709
H -0.017 2.935 -0.836
H -0.719 2.563 0.771
*
```

Output
- Relative energy (zero: lowest compared OMol25 entry of this formula, charge and spin): 108.0 kcal per mole



ORCA calculation (ωB97M-V with the def2-TZVPD basis set) on a single C3H4N2O2S2 molecule.

Geometry as ORCA input:
```
! RIJCOSX wB97M-V def2-TZVPD def2/J DEFGRID3
* xyz 0 1
C 2.633 -0.268 -0.457
C 0.336 0.659 -0.199
C -2.352 -0.159 -0.080
N 2.217 0.436 -1.447
N 1.018 1.009 -1.191
O 1.011 -1.762 1.108
O -1.005 1.366 1.746
S 1.579 -0.398 1.031
S -1.266 1.339 0.289
H 3.616 -0.849 -0.406
H -3.448 0.029 0.246
H -1.947 -0.998 0.417
H -2.392 -0.403 -1.059
*
```

Output
- Relative energy (zero: lowest compared OMol25 entry of this formula, charge and spin): 119.4 kcal per mole



Number 1: energy -270.5151 hartree. Number 2: energy -340.9335 hartree. Number 3: energy -403.4387 hartree. Number 4: energy -2730.4144 hartree. Number 5: energy -286.4595 hartree. Number 6: energy -1172.9001 hartree.